Entry 1:
DFT (ωB97M-V/def2-TZVPD) results for a structure of composition C6H15N4OZn at a distorted geometry.

Results
M = 224.6 g/mol
E = -62886.9755 eV

Geometry as ORCA input:
```
! wB97M-V def2-TZVPD RIJCOSX def2/J DEFGRID3
* xyz -1 1
C 2.07 -0.63 1.87
Zn 1.42 -1.37 -0.02
N 0.51 -2.42 -1.87
H 2.18 -2.73 0.31
H -0.30 -2.99 -1.61
H 2.99 -1.47 -0.41
H 2.94 -1.24 2.19
H 1.22 -0.75 2.57
H 2.34 0.42 1.71
H 0.25 -1.68 -2.52
H 1.26 -3.00 -2.23
C -0.33 3.44 -0.63
N -0.73 2.09 -0.27
C -2.01 1.79 0.06
C -2.37 0.54 0.41
C -1.33 -0.45 0.39
N -0.08 -0.17 -0.04
C 0.27 1.13 -0.33
O 1.41 1.42 -0.64
N -1.57 -1.74 0.71
H 0.44 3.83 0.03
H -1.22 4.07 -0.56
H 0.07 3.50 -1.64
H -2.68 2.66 0.03
H -3.39 0.22 0.70
H -2.52 -2.01 1.01
H -0.84 -2.47 0.77
*
```


Entry 2:
DFT (ωB97M-V/def2-TZVPD) results for a cluster of 11 separate species, C36H97N3O27S8 in total at a distorted geometry.

Results
relative energy (zero: lowest compared OMol25 entry of this formula, charge and spin) = 0.430 eV
M = 1260.7 g/mol
structure (SMILES) = CCOS(C)(=O)=O.CCOS(C)(=O)=O.CCOS(C)(=O)=O.CCOS(C)(=O)=O.CCOS(C)(=O)=O.CCOS(C)(=O)=O.CCOS(C)(=O)=O.CCOS(C)(=O)=O.COC[C@H](C)N.COC[C@H](C)N.COC[C@H](C)N

Geometry as ORCA input:
```
! wB97M-V def2-TZVPD RIJCOSX def2/J DEFGRID3
* xyz 0 1
C 3.25 -2.52 -4.59
C 2.88 -1.07 -4.86
O 3.97 -0.18 -4.78
S 4.74 0.19 -3.47
C 5.73 1.49 -4.13
O 3.82 0.73 -2.54
O 5.49 -0.95 -3.06
H 2.36 -3.02 -4.83
H 3.54 -2.70 -3.58
H 4.02 -2.92 -5.32
H 2.55 -0.95 -5.92
H 2.08 -0.61 -4.22
H 5.07 2.06 -4.79
H 6.54 1.12 -4.76
H 6.13 2.04 -3.31
C 2.45 2.71 0.25
C 3.51 2.67 1.39
O 3.48 1.44 2.12
S 4.73 0.52 2.17
C 4.71 -0.26 0.59
O 5.92 1.32 2.28
O 4.40 -0.43 3.19
H 1.39 2.71 0.57
H 2.71 1.86 -0.39
H 2.65 3.60 -0.36
H 4.54 2.75 1.03
H 3.35 3.53 2.03
H 5.26 -1.19 0.55
H 5.11 0.39 -0.23
H 3.65 -0.42 0.21
C 4.20 -0.10 6.99
C 3.23 -1.28 6.85
O 2.24 -0.99 5.80
S 0.97 -1.89 5.76
C -0.27 -0.91 6.64
O 0.65 -2.01 4.40
O 1.17 -3.02 6.62
H 4.68 -0.05 6.05
H 4.83 -0.33 7.83
H 3.70 0.88 7.23
H 3.72 -2.21 6.53
H 2.72 -1.56 7.72
H -1.11 -1.65 6.68
H -0.50 -0.01 6.02
H 0.00 -0.61 7.65
C -4.33 1.57 -1.77
C -3.69 0.43 -2.55
O -3.24 0.83 -3.97
S -4.25 1.61 -4.88
C -3.62 1.18 -6.52
O -5.58 1.03 -4.77
O -4.03 3.00 -4.64
H -3.90 2.56 -2.00
H -4.28 1.41 -0.69
H -5.39 1.75 -2.10
H -2.72 0.07 -2.18
H -4.34 -0.53 -2.64
H -4.16 1.76 -7.24
H -3.72 0.10 -6.59
H -2.52 1.29 -6.68
C 2.29 -7.65 2.34
C 2.07 -6.20 2.74
O 3.31 -5.40 2.45
S 3.24 -3.85 2.28
C 3.47 -3.23 3.91
O 4.23 -3.51 1.30
O 1.90 -3.55 1.99
H 1.41 -8.25 2.65
H 3.19 -8.05 2.84
H 2.45 -7.84 1.30
H 1.31 -5.69 2.21
H 1.94 -6.25 3.84
H 4.52 -3.48 4.22
H 2.77 -3.67 4.55
H 3.46 -2.14 3.83
C -5.11 -3.17 1.57
C -4.02 -4.13 1.14
O -2.87 -3.93 2.01
S -2.02 -5.20 2.49
C -1.08 -4.39 3.74
O -2.96 -6.16 3.10
O -1.09 -5.68 1.52
H -5.58 -3.52 2.46
H -5.80 -3.09 0.74
H -4.67 -2.18 1.79
H -4.36 -5.15 1.26
H -3.67 -4.03 0.10
H -1.16 -5.05 4.61
H -1.51 -3.43 3.93
H -0.07 -4.37 3.40
C 1.23 2.10 4.63
C 0.43 1.73 3.45
O -0.85 1.06 3.74
S -2.13 1.90 4.14
C -2.38 2.92 2.73
O -3.10 0.85 4.29
O -1.75 2.79 5.22
H 0.75 2.83 5.31
H 2.10 2.59 4.27
H 1.56 1.31 5.30
H 0.36 2.56 2.69
H 1.04 0.97 3.00
H -2.77 2.42 1.90
H -1.45 3.41 2.49
H -3.07 3.66 3.08
C 1.56 -1.61 -1.05
C 0.63 -0.50 -1.48
O -0.77 -0.78 -1.07
S -1.30 -0.24 0.39
C -0.74 -1.39 1.51
O -0.68 1.02 0.70
O -2.78 -0.29 0.19
H 2.53 -1.46 -1.63
H 1.15 -2.61 -1.14
H 1.74 -1.45 0.03
H 0.94 0.47 -1.01
H 0.46 -0.37 -2.56
H -1.22 -1.09 2.42
H 0.33 -1.11 1.62
H -0.84 -2.44 1.29
C -5.84 5.31 0.88
O -4.43 5.30 0.53
C -4.32 5.74 -0.82
C -2.91 6.26 -1.09
C -2.74 7.56 -0.35
N -2.75 6.46 -2.57
H -6.44 4.82 0.14
H -6.16 6.34 1.10
H -5.88 4.62 1.72
H -4.37 4.92 -1.58
H -5.01 6.54 -1.13
H -2.29 5.55 -0.62
H -2.90 7.46 0.72
H -3.54 8.19 -0.69
H -1.75 8.11 -0.44
H -2.80 5.52 -3.03
H -1.78 6.77 -2.81
C -0.88 -1.80 -4.95
O -1.45 -2.39 -3.76
C -0.84 -3.64 -3.32
C -1.37 -4.04 -1.96
C -0.54 -5.30 -1.47
N -2.79 -4.43 -2.03
H -1.11 -2.42 -5.78
H 0.17 -1.65 -4.85
H -1.41 -0.88 -5.16
H -0.86 -4.43 -4.06
H 0.24 -3.42 -3.21
H -1.12 -3.25 -1.25
H -1.10 -5.96 -0.81
H 0.36 -5.06 -0.92
H -0.24 -5.92 -2.37
H -2.91 -5.37 -2.37
H -3.19 -3.91 -2.80
C -1.19 2.48 -2.27
O 0.14 2.89 -2.41
C 0.60 2.97 -3.71
C 1.42 4.25 -3.95
C 0.72 5.41 -3.38
N 1.65 4.37 -5.37
H -1.82 3.01 -2.98
H -1.50 2.59 -1.27
H -1.20 1.36 -2.42
H 1.17 2.11 -3.99
H -0.18 3.11 -4.49
H 2.41 4.12 -3.49
H -0.34 5.51 -3.66
H 1.27 6.36 -3.50
H 0.61 5.28 -2.31
H 2.53 3.95 -5.65
H 1.66 5.40 -5.56
*
```


Entry 3:
DFT (ωB97M-V/def2-TZVPD) results for the ion C4H8FN2 with charge +1 at a distorted geometry.

Results
relative energy (zero: lowest compared OMol25 entry of this formula, charge and spin) = 0.457 eV
M = 103.1 g/mol
structure (SMILES) = NC(=[NH2+])C1(F)CC1

Geometry as ORCA input:
```
! wB97M-V def2-TZVPD RIJCOSX def2/J DEFGRID3
* xyz 1 1
N 1.83 -1.42 -0.04
C 0.91 -0.33 0.19
N 1.35 0.89 0.35
C -0.50 -0.69 0.17
F -0.67 -2.04 0.12
C -1.52 0.13 -0.61
C -1.58 0.09 0.88
H 1.47 -2.36 -0.07
H 2.82 -1.25 0.02
H 0.71 1.66 0.49
H 2.33 1.11 0.32
H -2.24 -0.45 -1.17
H -1.17 1.02 -1.12
H -1.30 0.96 1.46
H -2.36 -0.51 1.33
*
```


Entry 4:
DFT (ωB97M-V/def2-TZVPD) results for a structure of composition C14H10F5NTi at a distorted geometry.

Results
relative energy (zero: lowest compared OMol25 entry of this formula, charge and spin) = 0.166 eV
M = 335.1 g/mol
expectation value of S² = 0.76

Geometry as ORCA input:
```
! wB97M-V def2-TZVPD RIJCOSX def2/J DEFGRID3
* xyz -1 2
C 0.13 -1.42 -1.95
C -1.23 -1.37 -1.37
C -1.15 -1.94 -0.01
C 0.24 -2.34 0.26
C 1.05 -2.03 -0.94
Ti 0.42 0.11 -0.23
C -0.99 1.71 -0.98
C 0.07 2.12 -1.59
C 0.64 3.01 -2.57
N 1.87 0.44 -0.84
H -1.97 -2.15 0.58
H -2.09 -1.05 -1.85
H 0.58 -2.84 1.10
H 2.06 -2.21 -1.06
H 0.39 -1.15 -2.92
H -1.89 1.22 -1.56
H 2.65 1.21 -1.24
H -1.44 2.27 0.00
H 0.00 3.73 -3.05
H 1.68 2.95 -2.79
F -1.47 -1.46 2.80
C -0.57 -0.49 3.11
C 0.11 0.22 2.12
C 0.90 1.26 2.61
F 1.52 2.12 1.75
C 1.09 1.53 3.98
F 1.89 2.55 4.34
C 0.44 0.76 4.94
F 0.62 1.00 6.25
C -0.40 -0.25 4.50
F -1.05 -1.02 5.39
*
```


Entry 5:
DFT (ωB97M-V/def2-TZVPD) results for a structure of composition C41H42AuBN4O2S at a distorted geometry.

Results
relative energy (zero: lowest compared OMol25 entry of this formula, charge and spin) = 0.000 eV
M = 862.7 g/mol
expectation value of S² = 2.03

Geometry as ORCA input:
```
! wB97M-V def2-TZVPD RIJCOSX def2/J DEFGRID3
* xyz 0 3
Au -15.60 12.53 5.30
S -16.55 15.75 8.63
C -16.15 14.32 9.53
C -16.41 14.06 10.86
C -16.12 12.77 11.34
C -15.61 11.80 10.49
C -15.33 12.05 9.16
C -15.65 13.31 8.67
N -15.53 13.76 7.33
C -16.01 14.97 7.15
C -16.10 15.44 5.74
C -16.48 16.74 5.36
C -16.58 17.04 4.03
C -16.20 16.13 3.05
C -15.79 14.85 3.43
C -15.76 14.50 4.76
H -16.84 14.82 11.54
H -16.23 12.54 12.41
H -15.43 10.79 10.85
H -14.91 11.28 8.49
H -16.67 17.48 6.15
H -16.94 18.02 3.74
H -16.26 16.39 2.00
H -15.52 14.12 2.68
C -18.73 6.25 6.73
C -18.92 7.47 7.59
C -20.06 7.60 8.39
C -20.29 8.75 9.14
C -19.37 9.78 9.09
C -18.21 9.70 8.34
C -17.99 8.54 7.55
N -16.81 8.44 6.79
C -16.08 9.45 6.20
N -14.73 9.16 6.21
C -13.61 10.00 6.08
C -13.50 10.92 5.01
C -12.46 11.89 5.12
C -11.47 11.81 6.08
C -11.52 10.76 7.00
C -12.56 9.84 6.99
C -12.49 8.68 7.96
N -16.61 10.53 5.66
C -17.93 10.48 5.12
C -18.26 9.50 4.14
C -19.55 9.32 3.68
C -20.54 10.23 4.01
C -20.22 11.34 4.81
C -18.97 11.46 5.42
C -18.84 12.59 6.41
H -19.55 5.54 6.90
H -17.78 5.73 6.96
H -18.68 6.55 5.66
H -20.79 6.80 8.43
H -21.19 8.87 9.72
H -19.55 10.69 9.67
H -17.52 10.55 8.32
H -16.33 7.53 6.79
H -14.51 8.36 6.83
H -12.47 12.71 4.44
H -10.67 12.54 6.10
H -10.76 10.66 7.78
H -11.52 8.68 8.46
H -12.57 7.73 7.45
H -13.29 8.75 8.72
H -17.43 8.85 3.80
H -19.76 8.48 3.01
H -21.56 10.10 3.63
H -20.95 12.12 5.01
H -19.73 12.63 7.05
H -18.72 13.56 5.90
H -17.99 12.44 7.08
C -14.25 11.87 0.21
C -13.91 10.88 1.31
C -12.51 10.30 1.05
O -13.80 11.65 2.58
B -14.22 10.80 3.61
O -14.89 9.68 3.18
C -14.97 9.75 1.67
C -14.70 8.30 1.23
C -16.38 10.12 1.27
H -13.40 12.58 0.12
H -15.15 12.45 0.44
H -14.38 11.35 -0.77
H -11.79 11.12 0.85
H -12.49 9.62 0.20
H -12.16 9.76 1.93
H -13.72 7.90 1.56
H -14.75 8.22 0.14
H -15.49 7.63 1.64
H -16.69 11.10 1.69
H -17.06 9.34 1.61
H -16.42 10.20 0.17
*
```


Entry 6:
DFT (ωB97M-V/def2-TZVPD) results for a cluster of 2 separate species, CH6N2 in total.

Results
relative energy (zero: lowest compared OMol25 entry of this formula, charge and spin) = 0.745 eV
M = 46.1 g/mol
structure (SMILES) = C=N.N

Geometry as ORCA input:
```
! wB97M-V def2-TZVPD RIJCOSX def2/J DEFGRID3
* xyz 0 1
C 0.93 1.78 0.51
N 0.53 2.44 -0.50
H 1.72 2.23 1.10
H 0.48 0.84 0.82
H -0.17 1.92 -1.02
N -0.93 -2.23 -0.43
H -1.78 -2.48 0.05
H -0.33 -3.04 -0.51
H -0.44 -1.46 -0.02
*
```


Entry 7:
DFT (ωB97M-V/def2-TZVPD) results for a cluster of 2 separate species, C3H10N3O3 in total at a distorted geometry.

Results
relative energy (zero: lowest compared OMol25 entry of this formula, charge and spin) = 0.736 eV
M = 136.1 g/mol

Geometry as ORCA input:
```
! wB97M-V def2-TZVPD RIJCOSX def2/J DEFGRID3
* xyz 1 1
C 0.78 1.85 -0.16
C -0.15 0.66 -0.29
C 0.20 -0.80 -0.01
N -1.23 0.76 -1.00
N 1.19 -0.98 -1.04
N 0.63 -1.16 1.25
O 0.53 2.74 -0.89
O -0.83 1.10 1.63
O -1.04 -1.53 -0.22
H 1.52 1.74 0.59
H -1.44 1.62 -1.50
H -1.91 0.03 -1.04
H 1.69 -1.87 -1.09
H 1.01 -0.81 -1.99
H -0.56 0.40 2.22
H 0.87 -2.14 1.27
H 1.35 -0.53 1.56
H -1.75 1.11 1.60
H -0.87 -2.18 -0.87
*
```


Entry 8:
DFT (ωB97M-V/def2-TZVPD) results for a structure of composition C18H44NO2P2RuSi2 at a distorted geometry.

Results
relative energy (zero: lowest compared OMol25 entry of this formula, charge and spin) = 2.616 eV
M = 525.7 g/mol
expectation value of S² = 8.77

Geometry as ORCA input:
```
! wB97M-V def2-TZVPD RIJCOSX def2/J DEFGRID3
* xyz 0 6
C 0.99 -1.54 -4.52
C 0.91 -1.11 -3.18
N -0.18 -1.04 -2.39
C -1.31 -1.42 -3.00
C -1.37 -1.80 -4.36
C -0.21 -1.91 -5.14
C 2.15 -0.65 -2.49
P 2.16 -0.47 -0.67
Ru -0.11 -0.34 -0.26
P -2.34 -0.41 -0.69
C -2.58 -1.37 -2.24
O 1.98 2.26 -3.34
O -0.52 1.96 -2.56
H 2.00 -1.57 -5.00
H -2.36 -1.99 -4.79
H -0.22 -2.19 -6.20
C 2.91 -1.96 -0.14
C 3.36 0.86 -0.40
H -3.37 -0.89 -2.83
H -2.93 -2.37 -1.96
H 2.29 0.36 -2.87
H 3.11 -1.03 -2.86
C -3.45 -1.17 0.49
C -3.08 1.21 -1.08
H 0.17 1.23 -0.61
H -0.57 2.97 -2.47
H 1.09 2.04 -3.19
H 2.03 2.18 -4.32
H -0.06 -1.85 -0.04
H -0.42 1.31 -1.77
H 3.93 -2.06 -0.49
H 2.93 -1.93 0.94
H 2.33 -2.82 -0.45
H 4.36 0.52 -0.73
H 3.06 1.76 -0.96
H 3.38 1.04 0.68
H -4.11 1.06 -1.44
H -3.09 1.84 -0.17
H -2.46 1.70 -1.86
H -4.48 -1.17 0.11
H -3.15 -2.21 0.67
H -3.43 -0.65 1.45
C 1.95 2.26 2.52
Si 0.19 2.02 2.04
C -0.80 2.45 3.65
C -0.29 3.29 0.78
C -0.43 0.28 1.56
Si -0.14 -1.22 2.79
C -1.58 -1.10 4.01
C -0.16 -2.96 2.18
C 1.45 -1.00 3.75
H 2.02 3.10 3.21
H 2.54 2.52 1.65
H 2.41 1.41 3.01
H -0.57 3.50 3.91
H -1.90 2.36 3.49
H -0.52 1.81 4.50
H 0.27 3.21 -0.16
H -1.35 3.27 0.53
H -0.08 4.29 1.19
H -1.52 0.41 1.61
H -2.55 -1.28 3.52
H -1.45 -1.89 4.77
H -1.65 -0.13 4.53
H 0.73 -3.22 1.61
H -0.20 -3.63 3.04
H -1.03 -3.19 1.56
H 2.33 -0.97 3.10
H 1.46 -0.09 4.37
H 1.56 -1.86 4.42
*
```